A 11-piece molecular cluster, C44H88O33 overall in a non-equilibrium geometry. Source: the Open Molecules 2025 dataset; level of theory: ωB97M-V/def2-TZVPD.

The value obtained for the energy above the lowest of the compared OMol25 structures with the same formula, charge and spin is 0.0 kJ/mol. Its orbital gap is 10.834 eV. The HOMO energy comes out at -10.3695 eV. The LUMO energy comes out at 0.465 eV. The multiplicity is 1. The SMILES is CCOC(=O)OC.CCOC(=O)OC.CCOC(=O)OC.CCOC(=O)OC.CCOC(=O)OC.CCOC(=O)OC.CCOC(=O)OC.CCOC(=O)OC.CCOC(=O)OC.CCOC(=O)OC.CCOC(=O)OC.

Atoms and positions in Å:
C1 4.599 5.897 3.201
C2 3.866 4.600 3.451
O1 3.281 4.634 4.763
C3 2.140 3.969 4.967
O2 1.562 3.325 4.130
O3 1.745 4.017 6.222
C4 2.417 4.775 7.240
H1 4.135 6.706 3.761
H2 4.577 6.102 2.133
H3 5.636 5.847 3.533
H4 4.498 3.714 3.394
H5 3.058 4.485 2.727
H6 1.628 5.098 7.904
H7 3.030 5.580 6.854
H8 3.083 4.088 7.768
C5 -9.844 1.405 3.042
C6 -8.827 1.731 4.113
O4 -7.553 1.163 3.805
C7 -6.846 1.791 2.866
O5 -7.143 2.825 2.339
O6 -5.756 1.078 2.629
C8 -4.850 1.444 1.621
H9 -9.746 0.363 2.731
H10 -9.690 2.031 2.163
H11 -10.874 1.568 3.361
H12 -9.109 1.374 5.100
H13 -8.721 2.814 4.223
H14 -4.019 0.743 1.613
H15 -4.439 2.439 1.821
H16 -5.268 1.490 0.614
C9 -1.610 5.256 4.696
C10 -1.800 4.975 6.162
O7 -0.771 5.571 6.968
C11 -0.626 6.868 7.153
O8 0.357 7.327 7.662
O9 -1.674 7.566 6.713
C12 -1.554 8.987 6.635
H17 -0.667 4.891 4.303
H18 -1.689 6.329 4.493
H19 -2.473 4.851 4.160
H20 -1.710 3.907 6.359
H21 -2.781 5.258 6.547
H22 -2.063 9.474 7.463
H23 -2.001 9.288 5.690
H24 -0.503 9.275 6.638
C13 -0.310 -1.137 -1.712
C14 -1.489 -0.365 -1.188
O10 -1.096 0.806 -0.453
C15 -1.300 0.792 0.864
O11 -1.470 -0.186 1.544
O12 -1.276 2.053 1.269
C16 -1.242 2.307 2.671
H25 0.443 -1.377 -0.954
H26 0.218 -0.505 -2.422
H27 -0.664 -2.081 -2.117
H28 -2.164 -0.981 -0.593
H29 -2.091 -0.008 -2.028
H30 -2.169 2.033 3.178
H31 -1.036 3.361 2.792
H32 -0.419 1.763 3.131
C17 -3.572 -1.143 3.998
C18 -3.486 -1.215 5.507
O13 -2.134 -1.035 5.945
C19 -1.736 0.210 6.152
O14 -2.437 1.189 6.108
O15 -0.437 0.184 6.430
C20 0.182 1.477 6.439
H33 -3.207 -0.182 3.629
H34 -4.586 -1.259 3.618
H35 -2.915 -1.899 3.563
H36 -3.790 -2.212 5.820
H37 -4.104 -0.459 5.989
H38 1.159 1.375 6.896
H39 -0.465 2.175 6.960
H40 0.323 1.823 5.417
C21 2.930 -3.899 -0.694
C22 3.707 -4.995 -1.371
O16 2.775 -5.818 -2.079
C23 3.148 -6.729 -2.966
O17 2.351 -7.428 -3.522
O18 4.470 -6.795 -3.108
C24 4.965 -7.507 -4.231
H41 2.441 -4.249 0.216
H42 2.117 -3.488 -1.300
H43 3.567 -3.046 -0.458
H44 4.182 -5.619 -0.607
H45 4.519 -4.619 -1.993
H46 4.610 -7.129 -5.188
H47 4.699 -8.557 -4.108
H48 6.046 -7.386 -4.248
C25 -1.058 -1.339 -8.093
C26 -1.444 -1.152 -6.624
O19 -1.481 -2.405 -5.962
C27 -0.528 -2.750 -5.094
O20 0.283 -2.037 -4.572
O21 -0.667 -4.050 -4.871
C28 0.313 -4.678 -4.051
H49 -0.401 -0.513 -8.381
H50 -1.926 -1.250 -8.746
H51 -0.543 -2.279 -8.265
H52 -2.430 -0.692 -6.539
H53 -0.820 -0.399 -6.146
H54 0.342 -4.283 -3.036
H55 1.319 -4.627 -4.471
H56 0.030 -5.720 -3.949
C29 0.222 3.890 -8.881
C30 0.355 2.390 -8.691
O22 1.097 2.104 -7.513
C31 0.407 1.998 -6.382
O23 -0.786 2.139 -6.295
O24 1.238 1.714 -5.403
C32 0.615 1.456 -4.147
H57 -0.266 4.335 -8.017
H58 -0.350 4.137 -9.778
H59 1.219 4.307 -9.032
H60 0.877 1.915 -9.525
H61 -0.612 1.881 -8.725
H62 -0.014 2.310 -3.882
H63 1.359 1.285 -3.379
H64 -0.067 0.608 -4.196
C33 3.614 -0.692 -3.560
C34 3.553 -2.172 -3.835
O25 4.832 -2.526 -4.417
C35 4.884 -3.675 -5.075
O26 4.018 -4.521 -5.085
O27 6.081 -3.762 -5.662
C36 6.214 -4.812 -6.606
H65 3.589 -0.104 -4.478
H66 4.568 -0.476 -3.074
H67 2.834 -0.369 -2.873
H68 2.759 -2.527 -4.492
H69 3.399 -2.740 -2.918
H70 7.186 -4.696 -7.077
H71 5.417 -4.758 -7.346
H72 6.208 -5.793 -6.134
C37 -1.860 -7.751 -2.499
C38 -0.769 -7.271 -1.580
O28 -0.855 -5.846 -1.444
C39 -0.853 -5.332 -0.215
O29 -0.459 -5.879 0.778
O30 -1.311 -4.084 -0.303
C40 -1.214 -3.290 0.868
H73 -1.711 -7.408 -3.527
H74 -2.859 -7.425 -2.200
H75 -1.897 -8.839 -2.586
H76 0.207 -7.474 -2.029
H77 -0.785 -7.771 -0.613
H78 -2.041 -2.584 0.878
H79 -0.292 -2.703 0.886
H80 -1.227 -3.911 1.763
C41 1.545 3.025 -0.068
C42 2.573 2.096 0.555
O31 1.911 1.116 1.352
C43 2.310 -0.162 1.242
O32 2.888 -0.619 0.298
O33 2.001 -0.889 2.302
C44 1.284 -0.356 3.416
H81 2.084 3.819 -0.601
H82 0.957 3.533 0.694
H83 0.912 2.538 -0.807
H84 3.163 2.715 1.234
H85 3.215 1.663 -0.207
H86 1.437 -1.059 4.232
H87 0.226 -0.277 3.186
H88 1.719 0.590 3.740

Force components x, y, z for each atom (eV/Å):
C 0.40 -0.18 0.25
C -0.65 -0.10 -0.25
O 0.15 0.28 0.30
C 0.93 -0.21 0.01
O -0.32 0.04 -0.25
O -0.50 0.07 -0.10
C 0.39 -0.63 0.28
H -0.19 0.07 -0.20
H 0.09 0.20 0.01
H 0.01 0.00 -0.05
H 0.09 0.05 -0.03
H -0.01 -0.08 0.07
H 0.06 0.32 0.00
H -0.32 0.22 -0.15
H -0.05 0.01 0.01
C -0.08 -0.10 -0.37
C -0.39 0.84 0.14
O 0.19 -0.36 0.18
C 0.03 0.13 -0.08
O -0.04 0.42 -0.33
O 0.01 -1.18 0.44
C 0.63 1.24 -0.61
H -0.05 -0.02 0.09
H 0.11 -0.04 0.01
H 0.09 0.01 0.24
H 0.13 -0.43 -0.10
H 0.07 -0.06 -0.15
H -0.19 -0.26 0.28
H -0.06 -0.04 0.05
H -0.40 -0.17 0.19
C -0.76 0.80 -0.17
C -0.17 -0.26 0.19
O 0.37 -0.62 0.30
C -0.11 0.21 -0.19
O 0.20 0.23 0.15
O -0.47 0.02 -0.20
C 0.44 0.18 -0.15
H 0.00 -0.21 0.05
H 0.23 -0.02 0.14
H 0.26 -0.37 -0.09
H 0.14 0.02 0.00
H 0.03 0.29 -0.20
H -0.06 -0.15 0.08
H -0.11 -0.03 0.06
H -0.06 -0.04 0.09
C 0.47 0.25 0.59
C -0.44 -0.35 -0.10
O -0.31 0.05 -0.07
C 0.27 0.20 -0.44
O -0.13 -0.01 0.30
O -0.07 0.26 -0.03
C 0.29 -0.35 0.48
H -0.31 0.03 0.26
H -0.07 -0.43 -0.38
H 0.14 0.10 -0.41
H 0.21 0.05 0.22
H 0.12 0.18 0.03
H -0.08 0.01 -0.19
H -0.11 0.09 -0.15
H -0.01 -0.01 -0.04
C 0.53 0.34 -0.24
C -0.58 0.11 -0.27
O 0.17 -0.52 0.01
C -0.12 -0.20 0.00
O 0.01 0.33 -0.15
O 0.22 0.00 -0.07
C -0.16 0.08 -0.27
H -0.02 0.01 0.13
H -0.07 -0.14 0.19
H -0.14 -0.08 -0.06
H 0.16 0.05 0.32
H -0.09 -0.09 -0.02
H -0.06 -0.10 0.23
H 0.24 0.13 0.20
H -0.08 0.03 0.02
C -0.52 0.48 0.20
C 0.41 -0.21 0.59
O -0.38 0.15 -0.12
C 0.15 -0.04 0.20
O -0.26 -0.18 -0.40
O 0.50 0.73 -0.02
C 0.11 -0.66 -0.18
H 0.17 -0.04 0.07
H 0.17 -0.19 -0.30
H 0.06 -0.12 0.20
H 0.05 0.01 -0.08
H -0.30 -0.03 -0.39
H -0.48 0.11 0.23
H 0.10 -0.02 -0.26
H 0.00 -0.04 0.38
C -0.05 0.80 0.08
C -0.16 0.86 -0.32
O -0.16 -0.18 0.15
C -0.35 -0.49 -0.02
O 0.43 0.53 -0.16
O -0.13 -0.09 -0.20
C 0.56 -0.29 0.69
H 0.14 -0.17 -0.06
H -0.03 -0.35 0.00
H 0.00 -0.06 0.02
H -0.17 -0.41 -0.04
H 0.45 -0.57 0.28
H -0.14 0.30 -0.15
H -0.12 0.15 -0.22
H -0.10 -0.02 -0.27
C 0.24 -0.24 -0.26
C -0.62 -0.03 -1.00
O 0.46 -0.33 -0.05
C -0.43 0.19 -0.55
O -0.27 -0.06 0.25
O 0.64 -0.38 0.46
C -1.15 0.48 0.28
H 0.03 0.10 0.02
H -0.11 -0.15 0.06
H -0.04 0.17 0.24
H 0.47 0.25 0.21
H -0.04 0.22 0.65
H 0.20 0.05 0.12
H 0.35 0.05 -0.27
H 0.27 -0.19 -0.23
C 0.32 0.12 -0.03
C -0.21 -0.48 0.18
O 0.01 0.05 -0.19
C -0.17 -0.15 0.71
O 0.22 0.16 -0.38
O -0.08 0.21 -0.04
C 0.18 -0.47 -0.19
H -0.18 -0.02 0.00
H -0.04 -0.01 0.06
H -0.14 -0.14 -0.10
H -0.01 0.47 -0.19
H 0.31 0.06 0.07
H -0.04 0.25 -0.03
H 0.01 -0.05 -0.04
H -0.19 0.05 0.13
C -0.54 -0.09 -0.70
C 0.70 -0.50 -0.24
O -0.64 0.13 0.18
C 0.47 -0.18 -0.37
O -0.12 -0.09 0.31
O -0.04 0.17 -0.28
C 0.16 0.31 0.76
H 0.07 0.21 0.15
H 0.12 0.07 0.19
H 0.22 -0.02 0.32
H -0.03 -0.01 0.06
H -0.15 0.26 0.14
H -0.06 -0.18 -0.08
H 0.02 -0.16 -0.21
H -0.12 -0.02 -0.07
C 0.45 0.35 -0.34
C -0.43 1.01 -0.32
O -0.02 -0.29 0.38
C -0.12 0.47 0.10
O 0.26 -0.21 -0.30
O -0.03 -0.53 -0.17
C 0.34 0.16 0.53
H 0.05 -0.12 0.04
H -0.21 -0.24 0.02
H -0.17 -0.14 0.23
H 0.24 -0.31 0.10
H -0.04 -0.34 0.14
H -0.11 -0.17 -0.15
H -0.01 0.06 -0.02
H -0.21 0.14 -0.21

These are the Mulliken partial charges, in e, on atoms 1 to 6: C -1.267; C 0.106; O -0.342; C 0.534; O -0.192; O -0.120

=====

C30H51Cl2N2OPW as an isolated structure in a non-equilibrium geometry. Source: the Open Molecules 2025 dataset; level of theory: ωB97M-V/def2-TZVPD.

Its orbital gap (spin up / spin down) is 6.244 / 6.226 eV. As for the expectation value of S²: 2.3377. The HOMO energy (spin up / spin down) comes out at -6.8105 / -6.8021 eV. The LUMO energy (spin up / spin down) comes out at -0.566 / -0.576 eV. The multiplicity is 3.

Atoms and positions in Å:
P1 -0.188 1.138 -2.306
C1 -1.833 0.460 -2.765
C2 -2.452 1.076 -4.023
C3 -3.896 0.571 -4.183
C4 -3.978 -0.961 -4.172
C5 -3.296 -1.594 -2.955
C6 -1.868 -1.082 -2.766
C7 1.260 0.334 -3.095
C8 1.298 0.564 -4.599
C9 2.668 0.104 -5.126
C10 2.950 -1.361 -4.760
C11 2.768 -1.666 -3.269
C12 1.435 -1.156 -2.721
C13 -0.082 2.997 -2.354
C14 -1.256 3.567 -1.532
C15 -1.141 5.077 -1.312
C16 0.219 5.487 -0.736
C17 1.391 4.921 -1.539
C18 1.267 3.409 -1.728
H1 -2.438 0.783 -1.887
H2 -1.851 0.809 -4.906
H3 -2.442 2.174 -3.959
H4 -4.317 0.969 -5.113
H5 -4.496 0.973 -3.354
H6 -5.024 -1.274 -4.214
H7 -3.510 -1.349 -5.085
H8 -3.861 -1.365 -2.042
H9 -3.275 -2.685 -3.063
H10 -1.436 -1.468 -1.831
H11 -1.252 -1.459 -3.592
H12 2.124 0.859 -2.639
H13 3.446 0.749 -4.691
H14 1.131 1.624 -4.841
H15 0.493 -0.006 -5.090
H16 2.706 0.244 -6.212
H17 3.965 -1.628 -5.072
H18 2.274 -2.001 -5.342
H19 2.848 -2.744 -3.101
H20 3.570 -1.191 -2.694
H21 1.366 -1.287 -1.629
H22 0.624 -1.749 -3.158
H23 -0.144 3.351 -3.402
H24 -2.219 3.332 -2.009
H25 -1.254 3.050 -0.556
H26 -1.293 5.582 -2.272
H27 -1.947 5.403 -0.648
H28 0.294 5.125 0.297
H29 0.290 6.576 -0.684
H30 2.337 5.142 -1.039
H31 1.432 5.402 -2.522
H32 2.108 3.042 -2.335
H33 1.335 2.912 -0.744
W1 -0.143 -0.065 2.548
Cl1 1.964 0.597 2.342
Cl2 -1.880 1.269 2.804
C19 -0.571 -1.792 1.596
H34 -1.588 -1.936 1.232
C20 0.271 -2.893 1.175
C21 1.699 -2.869 1.262
C22 2.430 -4.052 1.169
C23 1.814 -5.279 0.900
C24 0.427 -5.291 0.651
C25 -0.327 -4.139 0.760
H35 2.241 -1.952 1.471
H36 3.507 -4.034 1.317
H37 -0.046 -6.239 0.383
H38 -1.410 -4.183 0.609
H39 2.393 -6.207 0.878
C26 -2.271 -0.645 5.846
N1 -1.093 -0.515 6.674
C27 -1.242 0.151 7.941
C28 0.020 -1.304 6.342
O1 -0.111 -2.424 5.821
N2 1.293 -0.752 6.543
C29 1.739 -0.077 7.732
C30 2.317 -1.044 5.564
H40 -3.154 -0.439 6.458
H41 -2.342 -1.652 5.418
H42 -2.265 0.083 5.015
H43 -1.015 -0.525 8.778
H44 -0.629 1.055 8.021
H45 -2.291 0.446 8.037
H46 2.686 -0.534 8.054
H47 1.929 0.996 7.561
H48 1.016 -0.192 8.543
H49 2.142 -2.017 5.091
H50 2.355 -0.277 4.769
H51 3.288 -1.045 6.068

Force components x, y, z for each atom (eV/Å):
P 0.50 -0.81 3.31
C -0.12 0.63 -0.23
C -0.40 -0.40 -0.03
C 0.14 0.10 -0.06
C 0.04 0.03 -0.09
C 0.03 0.16 0.11
C 0.10 0.28 -0.19
C -0.35 0.46 -0.41
C 0.75 -0.33 -0.31
C -0.19 0.01 -0.14
C -0.08 0.08 -0.17
C 0.04 0.11 0.08
C -0.25 0.20 -0.16
C -0.14 -0.27 -0.96
C 0.11 -0.25 0.13
C 0.16 -0.04 -0.18
C -0.04 -0.14 0.09
C -0.22 -0.07 -0.12
C -0.10 -0.24 0.05
H 0.17 -0.10 -0.47
H -0.11 -0.03 0.13
H 0.01 -0.23 0.00
H -0.08 -0.10 0.13
H 0.05 -0.04 -0.11
H 0.02 0.01 0.01
H 0.05 0.04 0.04
H -0.07 -0.03 -0.12
H -0.08 0.13 0.06
H -0.06 0.10 -0.23
H -0.10 0.07 0.07
H -0.36 -0.06 -0.14
H -0.11 -0.07 -0.04
H 0.05 -0.20 0.08
H 0.14 0.06 0.12
H 0.14 -0.10 0.08
H -0.08 -0.01 0.04
H -0.01 0.04 0.06
H 0.04 0.08 0.02
H 0.09 -0.01 -0.05
H 0.08 0.08 -0.29
H 0.17 0.10 0.05
H 0.05 0.23 0.36
H 0.23 0.05 0.09
H -0.01 0.12 -0.19
H 0.01 0.04 0.01
H 0.05 0.04 -0.05
H -0.02 -0.03 -0.03
H -0.02 0.01 -0.01
H -0.03 0.04 -0.01
H -0.02 0.04 -0.01
H -0.23 0.07 0.14
H 0.04 0.09 -0.24
W -0.54 -2.78 -1.34
Cl 1.13 0.54 -0.08
Cl -1.02 0.98 0.02
C 0.55 1.37 0.16
H -0.32 0.20 0.35
C 0.88 -1.19 -0.22
C -0.75 -0.60 0.22
C -0.08 -0.26 -0.20
C -0.49 0.42 -0.05
C 0.60 -0.41 -0.07
C 0.28 1.06 0.57
H -0.26 -0.05 0.03
H -0.14 0.11 -0.03
H 0.05 0.36 0.10
H 0.34 0.06 0.08
H -0.23 0.41 -0.06
C -0.37 -0.24 -0.38
N 0.53 -0.45 -0.22
C -0.03 0.33 0.26
C 0.01 -1.15 -0.13
O 0.10 1.95 0.00
N -0.66 -0.43 -0.14
C 0.06 0.34 0.28
C 0.22 -0.19 -0.30
H 0.01 -0.19 -0.17
H -0.02 0.20 0.18
H -0.02 -0.29 0.43
H -0.06 0.21 -0.05
H -0.15 -0.07 0.10
H 0.24 0.01 0.06
H -0.21 0.12 0.03
H -0.06 -0.17 0.12
H 0.39 0.07 -0.19
H 0.05 0.18 0.19
H 0.01 -0.24 0.40
H -0.06 -0.16 -0.15

These are the Mulliken partial charges, in e, on atoms 1 to 6: P -0.223; C 0.311; C -0.527; C -0.870; C -0.714; C -0.899

=====

| no. | energy (eV) |
| --- | --- |
| 1 | -114624.7598 |
| 2 | -73123.1201 |